1.
The following is a DFT calculation (the ωB97M-V functional and the def2-TZVPD basis) of a structure of composition C16H17INO2PtS.

Structure (XYZ):
```
39
C16H17INO2PtS | the OMol25 dataset | the ωB97M-V functional and the def2-TZVPD basis
Pt -0.24034 -0.10914 0.31372
O -0.30288 0.57596 4.34406
C -0.15360 0.82985 3.17887
O 0.05252 -0.11248 2.27858
C -0.09137 2.28051 2.73846
C 0.39983 3.16626 3.69431
C 0.55763 4.51571 3.41915
C 0.20395 5.01373 2.17242
C -0.28942 4.15057 1.20658
C -0.44467 2.78826 1.48281
S -1.17699 1.87380 0.16168
H 0.64853 2.76522 4.66748
H 0.94604 5.17797 4.18101
H 0.29816 6.06955 1.95508
H -0.60202 4.53361 0.24090
C 3.73965 3.65414 -1.07213
N 2.55147 2.97365 -0.48223
C 2.82538 2.60678 0.94163
C 2.06307 1.80507 -1.35823
C 2.51479 0.47972 -0.83839
C 3.79858 0.01100 -1.10829
C 4.26275 -1.17461 -0.55602
C 3.44810 -1.90670 0.29002
C 2.15751 -1.46680 0.57090
C 1.70291 -0.30503 -0.02562
H 4.03182 4.47812 -0.42605
H 3.48772 4.02361 -2.06254
H 4.54802 2.93017 -1.13309
H 1.78343 3.64642 -0.46497
H 3.74045 2.02290 0.97748
H 1.99664 2.02695 1.33228
H 2.93270 3.52797 1.50991
H 2.43353 2.00466 -2.36133
H 0.97826 1.86834 -1.36603
H 4.43769 0.57267 -1.78011
H 5.26097 -1.52144 -0.78419
H 3.80661 -2.82014 0.74466
H 1.53078 -2.03231 1.25268
I -0.83351 -0.52141 -2.16323
```

The calculation puts the frontier orbital gap at 6.57 eV. The value obtained for the largest force on an atom is 0.38 eV Å⁻¹. The value obtained for the energy above the lowest of the compared OMol25 structures with the same formula, charge and spin is 0.000 eV. The value obtained for the LUMO energy is -0.20182 Ha. Its net charge is +1. The HOMO energy comes out at -12.057 eV.

Taken from the Löwdin analysis, the atomic charges in e are: atom 1 (Pt): 0.746, atom 2 (O): 0.126, atom 3 (C): -0.566, atom 4 (O): -0.228, atom 5 (C): -0.156, atom 6 (C): 0.004, atom 7 (C): -0.042, atom 8 (C): -0.064, atom 9 (C): -0.143, atom 10 (C): -0.576, atom 11 (S): 0.655, atom 12 (H): 0.132, atom 13 (H): 0.118, atom 14 (H): 0.116, atom 15 (H): 0.105, atom 16 (C): 0.019, atom 17 (N): -0.144, atom 18 (C): 0.025, atom 19 (C): -0.085, atom 20 (C): -0.279, atom 21 (C): -0.025, atom 22 (C): -0.044, atom 23 (C): -0.036, atom 24 (C): -0.082, atom 25 (C): -0.330, atom 26 (H): 0.111, atom 27 (H): 0.112, atom 28 (H): 0.104, atom 29 (H): 0.155, atom 30 (H): 0.117, atom 31 (H): 0.079, atom 32 (H): 0.113, atom 33 (H): 0.139, atom 34 (H): 0.034, atom 35 (H): 0.121, atom 36 (H): 0.119, atom 37 (H): 0.123, atom 38 (H): 0.115, atom 39 (I): 0.315


2.
The following is a DFT calculation (the ωB97M-V functional and the def2-TZVPD basis) of a cluster of 2 separate species, C16H17N in total at a distorted geometry.

Structure (XYZ):
```
34
C16H17N | the OMol25 dataset | the ωB97M-V functional and the def2-TZVPD basis
C -1.56656 0.76683 -4.17666
C -0.86524 0.89850 -1.70187
C -1.76546 1.09502 -2.73319
C -1.06352 1.35754 -0.39039
C -2.30722 1.87057 -0.04394
C -3.01199 1.61432 -2.33551
C -3.29360 1.97116 -1.02815
H 0.06305 0.32805 -1.74185
H -0.30126 1.18434 0.36263
H -1.21259 1.61760 -4.75928
H -2.49699 0.43957 -4.63470
H -2.56880 2.03792 0.99367
H -3.82520 1.72774 -3.04750
H -4.31992 2.14758 -0.72726
H -0.76587 0.03159 -4.30984
C -0.37602 -2.21118 0.15619
C 1.26526 -1.02527 1.70889
C 0.95724 -1.97044 0.68663
C 2.67385 -1.13525 1.91978
C 2.08692 -2.64989 0.30645
C 0.54926 0.04694 2.33331
C 1.23940 0.95496 3.10720
C 2.64096 0.88677 3.22740
C 3.34374 -0.19339 2.67973
N 3.17692 -2.10992 1.08184
H -0.53813 0.01726 2.29559
H 0.67902 1.79340 3.51547
H 3.21057 1.71215 3.64474
H -0.53030 -2.23878 -0.94008
H -1.11949 -1.44511 0.40298
H 2.29796 -3.45589 -0.37230
H 4.07888 -2.55248 1.09899
H 4.40569 -0.33266 2.88734
H -0.74058 -3.17957 0.53370
```

The calculation puts the frontier orbital gap (alpha / beta) at 2.43 / 5.99 eV. The value obtained for the largest force on an atom is 2.27 eV Å⁻¹. The value obtained for the energy above the lowest of the compared OMol25 structures with the same formula, charge and spin is 0.447 eV. The value obtained for the LUMO energy (alpha / beta) is 0.11216 / 0.11130 Ha. The spin multiplicity is 2. Its net charge is -1. The HOMO energy (alpha / beta) comes out at 0.620 / -2.958 eV.

Taken from the Löwdin analysis, the atomic charges in e are: atom 1 (C): -0.067, atom 2 (C): -0.051, atom 3 (C): -0.284, atom 4 (C): -0.071, atom 5 (C): -0.091, atom 6 (C): -0.080, atom 7 (C): -0.111, atom 8 (H): 0.113, atom 9 (H): 0.081, atom 10 (H): 0.074, atom 11 (H): 0.069, atom 12 (H): 0.097, atom 13 (H): 0.099, atom 14 (H): 0.091, atom 15 (H): 0.077, atom 16 (C): -0.096, atom 17 (C): -0.159, atom 18 (C): -0.322, atom 19 (C): -0.265, atom 20 (C): -0.117, atom 21 (C): -0.148, atom 22 (C): -0.188, atom 23 (C): -0.193, atom 24 (C): -0.133, atom 25 (N): 0.036, atom 26 (H): 0.068, atom 27 (H): 0.073, atom 28 (H): 0.060, atom 29 (H): 0.067, atom 30 (H): 0.057, atom 31 (H): 0.062, atom 32 (H): 0.117, atom 33 (H): 0.066, atom 34 (H): 0.069


3.
The following is a DFT calculation (the ωB97M-V functional and the def2-TZVPD basis) of a cluster of 2 separate species, C16H17N in total at a distorted geometry.

Structure (XYZ):
```
34
C16H17N | the OMol25 dataset | the ωB97M-V functional and the def2-TZVPD basis
C -3.00277 1.89818 -1.54589
C -1.60430 2.36953 -1.26990
C -1.00600 3.23277 -2.15840
N 0.30510 3.43369 -1.82024
C 0.65731 2.63064 -0.73671
C 1.89840 2.44080 -0.18837
C 1.88030 1.69418 1.02042
C 0.68642 1.17383 1.49435
C -0.53520 1.26929 0.86050
C -0.54498 2.01624 -0.32244
H -3.19171 1.98908 -2.61015
H -3.69361 2.59637 -1.03846
H -3.24202 0.91278 -1.15449
H -1.32438 4.02183 -2.82976
H 0.91450 4.06873 -2.28959
H 2.80426 2.88610 -0.57109
H 2.88853 1.49445 1.36061
H 0.76778 0.79238 2.51240
H -1.47956 0.87988 1.20772
C 0.83485 -4.94835 2.15483
C 0.47435 -3.82650 1.17313
C -0.85881 -3.44355 1.00316
C -1.12701 -2.24931 0.32858
C -0.14556 -1.52826 -0.31385
C 1.17106 -2.01082 -0.24422
C 1.45622 -3.19862 0.40863
H 0.83223 -4.48529 3.14314
H 1.81930 -5.36010 1.97763
H -0.00795 -5.63876 2.11258
H -1.62978 -3.98255 1.53626
H -2.18993 -2.03610 0.27154
H -0.36341 -0.85466 -1.12935
H 1.79519 -1.60073 -1.02418
H 2.45819 -3.61346 0.41544
```

The calculation puts the frontier orbital gap at 8.48 eV. The value obtained for the largest force on an atom is 3.17 eV Å⁻¹. The value obtained for the energy above the lowest of the compared OMol25 structures with the same formula, charge and spin is 1.383 eV. As for the SMILES: Cc1c[nH]c2ccccc12.Cc1ccccc1. The value obtained for the LUMO energy is 0.03458 Ha. The HOMO energy comes out at -7.540 eV.

Taken from the Löwdin analysis, the atomic charges in e are: atom 1 (C): -0.055, atom 2 (C): -0.206, atom 3 (C): -0.078, atom 4 (N): 0.055, atom 5 (C): -0.220, atom 6 (C): -0.017, atom 7 (C): -0.090, atom 8 (C): -0.122, atom 9 (C): -0.044, atom 10 (C): -0.139, atom 11 (H): 0.071, atom 12 (H): 0.080, atom 13 (H): 0.067, atom 14 (H): 0.127, atom 15 (H): 0.140, atom 16 (H): 0.104, atom 17 (H): 0.097, atom 18 (H): 0.105, atom 19 (H): 0.114, atom 20 (C): -0.045, atom 21 (C): -0.279, atom 22 (C): -0.053, atom 23 (C): -0.098, atom 24 (C): -0.112, atom 25 (C): -0.080, atom 26 (C): -0.059, atom 27 (H): 0.080, atom 28 (H): 0.068, atom 29 (H): 0.072, atom 30 (H): 0.106, atom 31 (H): 0.099, atom 32 (H): 0.105, atom 33 (H): 0.101, atom 34 (H): 0.105


4.
The following is a DFT calculation (the ωB97M-V functional and the def2-TZVPD basis) of a structure of composition C16H17N7O3PtS3.

Structure (XYZ):
```
47
C16H17N7O3PtS3 | the OMol25 dataset | the ωB97M-V functional and the def2-TZVPD basis
Pt -0.16378 -1.35740 0.31899
O 4.13795 0.79058 0.40479
C 3.52889 1.98089 0.49773
C 4.34526 3.12054 0.59023
C 3.79543 4.37675 0.68153
C 2.40901 4.56132 0.69589
C 1.61755 3.44486 0.62179
C 2.15273 2.13352 0.51129
C 1.18773 0.96508 0.46718
O 1.52307 -0.26736 0.12530
N -1.07224 1.66017 -0.17416
N -1.51040 0.38067 0.30338
C -2.75682 0.31959 0.67017
S -3.42620 -1.18648 1.19408
C -4.90577 -0.43082 1.93927
C -5.29785 0.75505 1.08329
S -3.79028 1.70196 0.71199
H 3.49105 0.07218 0.34332
H 5.41766 2.97894 0.58778
H 4.44327 5.23999 0.74119
H 1.97560 5.55004 0.75864
H -0.12489 3.99082 -0.45149
H -4.66647 -0.14326 2.96136
H -5.68572 -1.19057 1.94889
H -5.97910 1.42270 1.60857
H -5.74377 0.45099 0.13823
O 0.18375 1.35798 -0.68774
N 0.63106 0.92224 1.83063
C -0.20682 1.83669 2.08378
C -0.53213 2.54644 0.84310
N 0.16803 3.55497 0.42180
C -0.89276 2.03491 3.32390
N -1.45486 2.23896 4.30369
C -0.95256 -4.83196 -3.47694
N -0.92185 -4.37815 -2.08923
C 0.14390 -3.86626 -1.49885
S 0.04448 -3.54878 0.24011
N 1.26179 -3.68521 -2.16869
C 2.52369 -3.14780 -1.65781
H -1.94204 -5.22459 -3.68626
H -0.22411 -5.62766 -3.64073
H -0.76282 -4.00148 -4.15862
H -1.73462 -4.52738 -1.51344
H 1.24887 -3.91750 -3.15240
H 2.47824 -3.05965 -0.57762
H 2.70932 -2.16851 -2.09517
H 3.32950 -3.82803 -1.92268
```

The calculation puts the frontier orbital gap at 6.43 eV. The value obtained for the largest force on an atom is 0.79 eV Å⁻¹. The value obtained for the energy above the lowest of the compared OMol25 structures with the same formula, charge and spin is 1.468 eV. The value obtained for the LUMO energy is -0.29542 Ha. Its net charge is +2. The HOMO energy comes out at -14.472 eV.

Taken from the Löwdin analysis, the atomic charges in e are: atom 1 (Pt): 0.868, atom 2 (O): 0.123, atom 3 (C): -0.228, atom 4 (C): 0.051, atom 5 (C): -0.016, atom 6 (C): 0.018, atom 7 (C): -0.126, atom 8 (C): 0.000, atom 9 (C): -0.521, atom 10 (O): -0.221, atom 11 (N): -0.045, atom 12 (N): -0.178, atom 13 (C): -0.918, atom 14 (S): 0.956, atom 15 (C): -0.459, atom 16 (C): -0.455, atom 17 (S): 1.024, atom 18 (H): 0.100, atom 19 (H): 0.142, atom 20 (H): 0.129, atom 21 (H): 0.133, atom 22 (H): 0.200, atom 23 (H): 0.095, atom 24 (H): 0.099, atom 25 (H): 0.100, atom 26 (H): 0.094, atom 27 (O): -0.017, atom 28 (N): 0.266, atom 29 (C): -0.220, atom 30 (C): -0.110, atom 31 (N): 0.235, atom 32 (C): -0.086, atom 33 (N): 0.243, atom 34 (C): -0.026, atom 35 (N): -0.018, atom 36 (C): -0.710, atom 37 (S): 0.661, atom 38 (N): 0.009, atom 39 (C): -0.040, atom 40 (H): 0.104, atom 41 (H): 0.107, atom 42 (H): 0.102, atom 43 (H): 0.136, atom 44 (H): 0.144, atom 45 (H): 0.051, atom 46 (H): 0.100, atom 47 (H): 0.106


5.
The following is a DFT calculation (the ωB97M-V functional and the def2-TZVPD basis) of the molecule C16H17N7O3S2 at a distorted geometry.

Structure (XYZ):
```
45
C16H17N7O3S2 | the OMol25 dataset | the ωB97M-V functional and the def2-TZVPD basis
C -3.70799 -1.03383 -2.34535
N -2.40015 -1.50789 -1.92607
C -2.12548 -2.83284 -2.02728
O -2.97262 -3.65683 -2.29736
C -0.69655 -3.24866 -1.72273
S -0.24473 -2.91497 0.01501
C 1.10901 -1.85825 -0.20622
N 1.60380 -1.51622 -1.33905
N 2.61164 -0.65436 -1.25467
C 2.91635 -0.31430 -0.05180
N 3.93555 0.49703 0.28620
S 1.90029 -1.10146 1.17906
C -1.41925 -0.49643 -1.73485
C -1.35406 0.16204 -0.53300
N -2.18667 -0.16804 0.49833
N -0.49385 1.21707 -0.35481
C -0.63100 2.12734 0.78505
C 0.23969 1.77536 1.96661
C -0.26362 1.10353 3.07293
C 0.56002 0.78671 4.13974
C 1.89261 1.15656 4.12181
C 2.39578 1.85450 3.03638
C 1.57656 2.15835 1.96309
C 0.43389 1.56943 -1.33022
O 1.24803 2.44606 -1.14239
N 0.34205 0.88178 -2.49972
C -0.54673 -0.14584 -2.82761
O -0.52960 -0.65349 -3.92616
H -4.09654 -0.32160 -1.61700
H -3.63729 -0.55149 -3.32203
H -4.36844 -1.89550 -2.41814
H 0.02255 -2.71727 -2.34392
H -0.61644 -4.32454 -1.87448
H 3.89222 0.93459 1.19221
H 4.30312 1.05599 -0.46798
H -1.82806 -0.02670 1.42963
H -2.65389 -1.05474 0.36932
H -1.68552 2.15792 1.06676
H -0.32962 3.11125 0.41355
H -1.31394 0.84844 3.13063
H 0.15610 0.25745 4.98934
H 2.53388 0.91349 4.95525
H 3.42730 2.18009 3.04153
H 1.95936 2.69874 1.10992
H 1.04225 1.10151 -3.19951
```

The calculation puts the frontier orbital gap at 8.68 eV. The value obtained for the largest force on an atom is 1.80 eV Å⁻¹. The value obtained for the energy above the lowest of the compared OMol25 structures with the same formula, charge and spin is 0.000 eV. As for the SMILES: CN(C(=O)CSc1nnc(N)s1)c1c(N)n(Cc2ccccc2)c(=O)[nH]c1=O. The value obtained for the LUMO energy is 0.01253 Ha. The HOMO energy comes out at -8.338 eV.

Taken from the Löwdin analysis, the atomic charges in e are: atom 1 (C): -0.007, atom 2 (N): -0.070, atom 3 (C): -0.512, atom 4 (O): 0.069, atom 5 (C): -0.308, atom 6 (S): 0.944, atom 7 (C): -0.948, atom 8 (N): -0.058, atom 9 (N): 0.005, atom 10 (C): -0.681, atom 11 (N): 0.111, atom 12 (S): 1.044, atom 13 (C): -0.152, atom 14 (C): -0.252, atom 15 (N): 0.188, atom 16 (N): 0.082, atom 17 (C): -0.068, atom 18 (C): -0.220, atom 19 (C): -0.062, atom 20 (C): -0.081, atom 21 (C): -0.087, atom 22 (C): -0.105, atom 23 (C): -0.069, atom 24 (C): -0.482, atom 25 (O): 0.073, atom 26 (N): 0.215, atom 27 (C): -0.430, atom 28 (O): 0.094, atom 29 (H): 0.087, atom 30 (H): 0.102, atom 31 (H): 0.088, atom 32 (H): 0.071, atom 33 (H): 0.090, atom 34 (H): 0.060, atom 35 (H): 0.113, atom 36 (H): 0.072, atom 37 (H): 0.103, atom 38 (H): 0.132, atom 39 (H): 0.137, atom 40 (H): 0.107, atom 41 (H): 0.108, atom 42 (H): 0.107, atom 43 (H): 0.108, atom 44 (H): 0.108, atom 45 (H): 0.173


| no. | calculated total energy (Eh) |
| --- | --- |
| 1 | -1640.0893 |
| 2 | -674.5934 |
| 3 | -674.6058 |
| 4 | -2542.0399 |
| 5 | -2025.3832 |